This record from the OMol25 dataset describes an isolated molecule of C4H12N2O. The level of theory is ωB97M-V with the def2-TZVPD basis set.

Computed properties:
Total energy ... -9369.64014 eV
Spin multiplicity ... 1
HOMO ... -8.62 eV
Relative energy (zero: lowest compared OMol25 entry of this formula, charge and spin) ... 1.554 eV
Structure (SMILES) ... NCCNCCO

```
19
C4H12N2O | the OMol25 dataset | ωB97M-V with the def2-TZVPD basis set
O -0.245 -1.938 2.453
C -0.694 0.774 -0.151
H -0.274 1.235 0.754
H -1.206 2.081 -3.048
H 0.878 1.234 -1.503
H -1.129 -1.202 0.073
H 1.687 -1.146 2.455
H -0.116 2.595 -1.173
H 0.055 -2.834 2.275
H -1.777 0.848 -0.094
N -0.951 1.233 -2.562
H 1.643 -0.320 0.188
H -0.469 0.625 -3.211
H 0.389 -0.041 2.430
H 1.181 -2.010 0.217
C 0.849 -1.006 0.502
N -0.349 -0.649 -0.255
C -0.170 1.519 -1.367
C 0.698 -0.998 2.017
```

Here are the natural (NBO) charges for atoms 1 to 2, given in e: -0.72 -0.23